{"formula": "C24H84N6O15", "method": "ωB97M-V with the def2-TZVPD basis set", "e_tot_ha": -2421.78655, "relative_energy_kj_mol": 181.36, "orbital_gap_ev": 8.9024, "homo_energy_ev": -8.8, "spin_multiplicity": 1, "lumo_energy_ha": 0.0051, "elements": ["O", "H", "H", "O", "H", "H", "O", "H", "H", "O", "H", "H", "O", "H", "H", "O", "H", "H", "O", "H", "H", "O", "H", "H", "O", "H", "H", "C", "C", "C", "O", "C", "N", "H", "H", "H", "H", "H", "H", "H", "H", "H", "H", "H", "C", "C", "C", "O", "C", "N", "H", "H", "H", "H", "H", "H", "H", "H", "H", "H", "H", "C", "C", "C", "O", "C", "N", "H", "H", "H", "H", "H", "H", "H", "H", "H", "H", "H", "C", "C", "C", "O", "C", "N", "H", "H", "H", "H", "H", "H", "H", "H", "H", "H", "H", "C", "C", "C", "O", "C", "N", "H", "H", "H", "H", "H", "H", "H", "H", "H", "H", "H", "C", "C", "C", "O", "C", "N", "H", "H", "H", "H", "H", "H", "H", "H", "H", "H", "H"], "xyz": [[4.41488, 1.97901, 1.83619], [4.28882, 1.02378, 1.98661], [3.51887, 2.35675, 1.77298], [-3.92903, -1.23154, -2.78800], [-3.59867, -0.91944, -3.63783], [-3.46156, -2.06324, -2.65715], [-0.12893, -2.81129, 3.31628], [-0.20673, -2.61386, 2.36803], [-0.84567, -2.32986, 3.73827], [-1.04127, -1.35057, -4.58440], [-0.45688, -1.52383, -3.83480], [-1.00272, -0.39149, -4.69349], [2.54688, -3.94216, -3.86133], [3.11014, -4.32636, -4.53776], [3.16130, -3.58146, -3.18340], [4.32737, 2.14795, -2.10149], [4.23045, 2.73664, -1.34276], [5.14283, 2.43069, -2.52772], [-0.01484, 1.01870, -3.54681], [0.82634, 1.47404, -3.67235], [-0.63256, 1.70696, -3.23585], [1.96608, 3.38031, 1.28058], [2.08048, 4.28629, 0.98091], [1.37178, 3.45380, 2.04444], [-0.07076, -4.95884, -3.08532], [0.08839, -5.80458, -2.65727], [0.80534, -4.54567, -3.14062], [1.74765, 0.61905, -0.42719], [1.28609, -0.83751, -0.50147], [-0.00925, -0.97013, 0.26722], [-0.33886, -2.28626, 0.60041], [-1.05323, -2.97236, -0.43048], [1.07652, -1.22966, -1.92217], [2.76556, 0.87567, -0.73369], [1.76683, 0.93874, 0.62168], [1.10859, 1.32642, -0.96455], [2.14324, -1.41704, -0.14719], [-0.78528, -0.39830, -0.26137], [0.14004, -0.40689, 1.19747], [-2.12781, -2.79212, -0.29479], [-0.85312, -4.03878, -0.36967], [-0.78541, -2.64651, -1.43054], [0.85975, -0.36208, -2.40708], [1.95160, -1.58000, -2.28718], [-1.30552, 2.44484, 1.49527], [-1.58467, 3.07875, 2.85609], [-1.28642, 4.56170, 2.89501], [0.07700, 4.81605, 2.56204], [0.37940, 6.17319, 2.50498], [-2.97046, 2.79449, 3.25248], [-0.24892, 2.18967, 1.40587], [-1.58363, 3.12661, 0.69685], [-1.80810, 1.47925, 1.43976], [-0.94602, 2.60903, 3.61124], [-1.44430, 4.96187, 3.90886], [-1.94125, 5.16001, 2.24399], [0.14720, 6.72240, 3.43173], [-0.11211, 6.73351, 1.69893], [1.46333, 6.27359, 2.40908], [-3.15884, 3.20791, 4.16420], [-3.63196, 3.27337, 2.64319], [-3.88946, 3.54928, -3.06579], [-2.44843, 3.82420, -2.63944], [-2.38790, 5.14359, -1.88496], [-3.11901, 5.00208, -0.66477], [-3.90124, 6.13073, -0.32423], [-1.91027, 2.68853, -1.87391], [-4.63086, 3.81351, -2.29819], [-4.09510, 2.47686, -3.12960], [-4.16591, 4.08701, -3.96893], [-1.94113, 3.96385, -3.60229], [-2.72278, 5.95693, -2.53912], [-1.37852, 5.42871, -1.54919], [-3.29333, 6.94561, 0.08042], [-4.64937, 5.76561, 0.37826], [-4.45028, 6.51963, -1.18955], [-1.12670, 3.06803, -1.34851], [-2.62207, 2.42758, -1.19929], [1.88403, -0.20502, 3.08729], [3.31079, -0.15613, 3.56271], [3.67708, -1.27404, 4.50755], [2.91130, -1.12476, 5.69066], [3.44525, -1.83162, 6.77450], [4.12899, -0.24469, 2.31313], [1.11738, -0.15592, 3.86027], [1.67300, -1.12502, 2.53377], [1.66567, 0.60184, 2.38053], [3.55418, 0.84463, 3.92323], [4.73450, -1.14933, 4.78995], [3.49811, -2.24184, 4.02309], [2.71701, -1.87653, 7.57759], [4.36332, -1.32456, 7.10769], [3.74245, -2.85554, 6.51306], [4.00420, -1.17719, 1.91011], [5.12642, -0.27271, 2.53003], [4.27520, -0.71121, -3.08972], [5.18267, -1.82405, -2.55358], [6.08867, -1.21095, -1.50951], [6.79847, -2.22852, -0.81837], [7.36722, -1.80069, 0.39639], [4.36762, -2.92137, -1.94195], [3.81604, -0.20944, -2.24585], [3.44813, -1.16197, -3.64988], [4.81048, -0.09652, -3.80783], [5.73802, -2.19888, -3.41585], [5.47486, -0.65651, -0.76933], [6.78004, -0.42510, -1.84965], [6.57879, -1.79692, 1.16871], [7.67815, -0.75204, 0.35940], [8.13663, -2.51557, 0.65951], [5.08722, -3.38905, -1.38118], [3.83981, -2.43777, -1.20660], [-8.46741, -3.85067, -1.92442], [-7.66290, -3.70102, -0.64250], [-6.66352, -4.84678, -0.55104], [-5.94183, -4.73130, 0.65000], [-4.64044, -5.29999, 0.60016], [-7.00597, -2.38810, -0.63591], [-9.24095, -3.08113, -1.96910], [-8.95363, -4.82666, -1.97104], [-7.87485, -3.68242, -2.82749], [-8.35943, -3.80441, 0.19195], [-5.97143, -4.84796, -1.40984], [-7.20973, -5.80296, -0.62650], [-4.10535, -5.13333, 1.52780], [-4.11397, -4.78981, -0.22159], [-4.69553, -6.36257, 0.33497], [-6.52063, -2.36013, 0.25770], [-6.28970, -2.40680, -1.35882]], "lowdin_charge": [-0.118, -0.158, -0.021, -0.071, 0.021, 0.022, -0.068, -0.007, 0.035, -0.072, -0.001, 0.004, -0.080, 0.043, -0.012, -0.062, 0.042, 0.045, -0.070, 0.062, 0.020, -0.056, 0.050, 0.036, -0.073, 0.028, -0.011, -0.062, -0.371, -0.214, -0.198, -0.069, 0.073, 0.056, 0.026, 0.077, 0.126, 0.143, 0.093, 0.084, 0.086, 0.057, 0.034, 0.028, -0.039, -0.421, -0.190, -0.222, -0.120, 0.042, 0.051, 0.055, 0.085, 0.143, 0.129, 0.125, 0.094, 0.092, 0.092, 0.071, 0.074, -0.053, -0.418, -0.201, -0.225, -0.107, 0.055, 0.080, 0.081, 0.080, 0.133, 0.125, 0.125, 0.085, 0.089, 0.087, 0.066, 0.082, -0.046, -0.356, -0.199, -0.178, -0.120, 0.030, 0.093, 0.071, 0.049, 0.150, 0.128, 0.139, 0.087, 0.089, 0.089, 0.111, 0.107, -0.067, -0.385, -0.210, -0.205, -0.097, 0.055, 0.039, 0.074, 0.086, 0.143, 0.125, 0.137, 0.074, 0.092, 0.091, 0.086, 0.073, -0.080, -0.445, -0.241, -0.197, -0.093, 0.050, 0.075, 0.074, 0.079, 0.140, 0.126, 0.126, 0.086, 0.078, 0.088, 0.067, 0.063]}



{"formula": "C25H12AlF4N7OSSe", "method": "ωB97M-V with the def2-TZVPD basis set", "charge": 2, "e_tot_ha": -4859.40394, "relative_energy_kj_mol": 0.00, "orbital_gap_ev": [6.0801, 6.0781], "homo_energy_ev": [-14.5, -14.5], "spin_multiplicity": 1, "lumo_energy_ha": [-0.3107, -0.3108], "elements": ["Al", "O", "N", "C", "C", "C", "C", "C", "S", "H", "H", "H", "H", "F", "C", "C", "F", "C", "C", "C", "F", "C", "C", "C", "N", "C", "N", "F", "C", "C", "N", "C", "N", "C", "N", "C", "Se", "N", "C", "C", "C", "C", "C", "C", "H", "H", "H", "H", "H", "H", "H", "H"], "xyz": [[0.23391, 0.38702, -0.85242], [0.11974, -1.16888, -1.68069], [1.21137, -1.66254, -2.30102], [1.04716, -2.80673, -2.99838], [2.11674, -3.38067, -3.61893], [3.36514, -2.75948, -3.52782], [3.49950, -1.58005, -2.83217], [2.39534, -1.00652, -2.19878], [2.46818, 0.48485, -1.32230], [0.04136, -3.19550, -3.02645], [1.98061, -4.29811, -4.17130], [4.22736, -3.20145, -4.01263], [4.44609, -1.06457, -2.75889], [-2.43552, -0.92463, 0.33174], [-2.77515, -2.05296, 0.95622], [-3.89127, -2.67331, 0.55728], [-4.58786, -2.14100, -0.41237], [-4.34260, -3.90874, 1.17062], [-3.50540, -4.39315, 2.25353], [-2.40515, -3.74043, 2.66141], [-1.68351, -4.26002, 3.63227], [-1.95061, -2.52643, 2.03201], [-0.78553, -1.89131, 2.43427], [-0.23009, -0.84711, 1.65378], [0.22157, 0.03028, 1.05582], [-0.02097, -2.23328, 3.59703], [0.62057, -2.42349, 4.53388], [-3.81342, -5.52175, 2.83174], [-5.45157, -4.57045, 0.75008], [-5.94785, -5.76062, 1.37636], [-6.40781, -6.70070, 1.85525], [-6.22399, -4.15797, -0.38832], [-6.82000, -3.86766, -1.32869], [-0.20265, 3.98889, 1.64315], [0.67038, 4.05609, 0.46840], [0.49723, 3.45219, -0.70851], [-0.97095, 2.36528, -1.22616], [1.50030, 3.79314, -1.51699], [2.37792, 4.64715, -0.85205], [3.56332, 5.25959, -1.23947], [4.19463, 6.02682, -0.28332], [3.66016, 6.19147, 1.00803], [2.47461, 5.59515, 1.38291], [1.84825, 4.81186, 0.41895], [-1.05537, 3.35769, 1.42516], [-0.55167, 4.98888, 1.88927], [0.35133, 3.58209, 2.48633], [1.57489, 3.50126, -2.47866], [3.97047, 5.15040, -2.23754], [5.12806, 6.51637, -0.53043], [4.19516, 6.80219, 1.72491], [2.05758, 5.73085, 2.37391]], "lowdin_charge": [-0.151, -0.119, -0.122, 0.024, -0.005, -0.002, -0.040, -0.566, 0.848, 0.153, 0.131, 0.134, 0.126, 0.112, -0.128, -0.126, 0.182, 0.002, -0.123, -0.135, 0.167, 0.019, -0.100, -0.009, 0.229, -0.160, 0.233, 0.192, -0.076, -0.125, 0.268, -0.127, 0.258, 0.019, -0.038, -0.636, 0.928, 0.140, -0.156, 0.017, -0.038, -0.036, 0.019, -0.140, 0.063, 0.115, 0.111, 0.170, 0.128, 0.123, 0.123, 0.126]}



{"formula": "C25H14Cl2F5N6OTl", "method": "ωB97M-V with the def2-TZVPD basis set", "charge": 2, "e_tot_ha": -2956.39703, "relative_energy_kj_mol": 14.81, "orbital_gap_ev": 2.9901, "homo_energy_ev": -13.8, "spin_multiplicity": 1, "lumo_energy_ha": -0.3965, "elements": ["Tl", "C", "C", "N", "C", "C", "N", "C", "C", "C", "C", "C", "N", "C", "C", "N", "C", "C", "N", "C", "C", "C", "N", "C", "C", "H", "H", "H", "H", "H", "H", "H", "H", "H", "H", "H", "H", "Cl", "C", "Cl", "H", "H", "F", "C", "C", "F", "C", "F", "C", "O", "C", "F", "C", "F"], "xyz": [[-0.03183, 0.72775, -3.04648], [4.63777, 0.54142, -1.97900], [3.37974, 0.43813, -2.55768], [2.28265, 0.51561, -1.81346], [2.39304, 0.70444, -0.50031], [3.66508, 0.84981, 0.05642], [4.76575, 0.75865, -0.67661], [1.13822, 0.73706, 0.30676], [1.19147, 0.78119, 1.69133], [0.01067, 0.79973, 2.42297], [-1.18499, 0.75405, 1.71679], [-1.16616, 0.71255, 0.33053], [-0.02002, 0.70981, -0.36013], [-2.44020, 0.65582, -0.44582], [-3.70086, 0.66561, 0.15318], [-4.81693, 0.58797, -0.55907], [-4.71461, 0.50365, -1.87921], [-3.46873, 0.50912, -2.49248], [-2.35569, 0.58433, -1.77302], [0.02447, 0.86766, 3.90158], [0.93386, 0.12407, 4.64140], [0.90598, 0.22679, 6.02664], [0.05206, 1.01268, 6.67547], [-0.81516, 1.72823, 5.96530], [-0.87049, 1.68623, 4.57711], [5.54322, 0.46225, -2.56789], [3.25522, 0.29868, -3.62647], [3.81506, 1.05899, 1.10742], [2.13655, 0.81998, 2.21254], [-2.11672, 0.73591, 2.26222], [-3.83351, 0.74303, 1.22409], [-5.63214, 0.44015, -2.45095], [-3.36766, 0.45686, -3.57178], [1.63860, -0.54526, 4.16035], [1.59539, -0.34438, 6.63732], [-1.49130, 2.36285, 6.52575], [-1.58057, 2.30615, 4.04143], [0.00089, 6.30101, -0.69373], [-0.00223, 5.23975, -2.08745], [0.01228, 3.52015, -1.56926], [0.88944, 5.41790, -2.67260], [-0.90453, 5.40612, -2.65961], [0.11144, -7.00594, -2.53238], [0.07177, -5.74822, -2.37684], [1.04339, -4.95291, -3.06360], [1.93992, -5.54797, -3.80217], [0.99610, -3.61331, -2.92035], [1.83667, -2.83786, -3.51342], [-0.05290, -2.96207, -2.07827], [-0.13578, -1.77338, -1.98944], [-1.00226, -3.86798, -1.36135], [-1.87718, -3.32091, -0.59267], [-0.93417, -5.20734, -1.51549], [-1.75009, -6.02461, -0.90759]], "lowdin_charge": [0.855, -0.077, -0.108, 0.002, -0.193, -0.037, 0.118, -0.206, 0.069, -0.117, 0.068, -0.200, 0.054, -0.193, -0.040, 0.116, -0.078, -0.104, 0.006, -0.185, -0.012, -0.114, 0.082, -0.109, -0.006, 0.123, 0.111, 0.121, 0.119, 0.118, 0.119, 0.123, 0.111, 0.115, 0.116, 0.117, 0.119, 0.568, -0.964, 0.490, 0.035, 0.035, 0.321, -0.001, -0.108, 0.221, -0.068, 0.243, -0.169, 0.093, -0.065, 0.255, -0.109, 0.221]}